Molecular formula: CH2ClO2P
Method: DFT, ωB97M-V/def2-TZVPD

```
7
Properties=species:S:1:pos:R:3:nbo_charge:R:1
C 2.837 -0.764 0.081 0.222
O 1.706 -0.050 0.067 -0.815
O 0.039 -2.030 -0.042 -1.034
P 0.144 -0.603 -0.043 1.807
Cl 4.206 0.240 -0.009 0.005
H -0.119 -0.052 -1.261 -0.105
H -0.485 0.168 0.956 -0.081
```

## Properties
- E_LUMO (eV) = 0.0
- multiplicity = 1


Molecular formula: C35H26F9N6OS4Ti
Method: DFT, ωB97M-V/def2-TZVPD

```
82
Properties=species:S:1:pos:R:3:lowdin_spin:R:1
Ti -0.082 -0.385 0.665 0.016
C -1.105 -4.165 0.792 0.000
C -0.997 -4.239 -0.720 0.000
S -1.174 -2.578 -1.437 0.001
C 0.143 -2.496 -2.683 0.000
C 1.549 -2.665 -2.142 0.000
S 1.935 -1.532 -0.754 -0.001
C 2.607 -2.681 0.494 0.000
C 1.647 -3.687 1.105 0.000
S 0.028 -2.990 1.614 0.000
H -2.098 -3.834 1.098 0.000
H -0.914 -5.144 1.233 0.000
H -0.046 -4.648 -1.055 0.000
H -1.797 -4.867 -1.110 0.000
H -0.071 -3.251 -3.439 0.000
H 0.024 -1.506 -3.125 0.000
H 1.753 -3.680 -1.809 0.000
H 2.255 -2.412 -2.934 0.000
H 3.441 -3.197 0.018 0.000
H 3.008 -2.022 1.262 0.000
H 1.448 -4.518 0.431 0.000
H 2.102 -4.091 2.009 0.000
F 0.620 -1.006 3.717 0.000
C 1.605 -0.259 3.196 0.001
C 1.511 0.041 1.842 0.000
C 2.477 0.899 1.329 0.001
F 2.279 1.278 0.049 0.000
C 3.533 1.380 2.067 0.000
F 4.439 2.185 1.547 0.000
C 3.625 0.994 3.406 0.001
F 4.635 1.416 4.126 0.000
C 2.647 0.190 3.987 0.000
F 2.726 -0.126 5.265 0.000
C -3.267 4.274 -3.635 0.000
C -2.445 3.602 -2.541 0.000
C -3.026 3.901 -1.157 0.000
N -2.335 3.233 -0.034 0.000
C -1.056 3.255 0.328 0.000
S -0.470 2.066 1.479 0.000
N -0.181 4.176 -0.054 0.000
C -0.336 5.416 -0.844 0.000
O 0.370 5.523 -1.801 0.000
C -1.296 6.394 -0.332 0.000
C -1.740 6.396 0.993 0.000
C -2.608 7.382 1.423 0.000
C -3.037 8.366 0.541 0.000
C -2.591 8.374 -0.775 0.000
C -1.713 7.401 -1.211 0.000
H -2.826 4.061 -4.607 0.000
H -3.280 5.355 -3.498 0.000
H -4.298 3.917 -3.632 0.000
H -1.409 3.937 -2.608 0.000
H -2.435 2.528 -2.713 0.000
H -4.057 3.549 -1.113 0.000
H -3.034 4.978 -1.006 0.000
H -2.886 2.599 0.520 0.000
H 0.790 3.943 0.118 0.000
H -1.387 5.650 1.694 0.000
H -2.930 7.401 2.454 0.000
H -3.711 9.139 0.886 0.000
H -2.907 9.151 -1.457 0.000
H -1.347 7.391 -2.229 0.000
F -3.432 0.020 -3.608 -0.012
C -4.538 0.025 -2.853 -0.016
C -5.775 0.050 -3.452 0.077
F -5.823 0.065 -4.770 0.023
C -6.973 0.053 -2.694 0.000
C -6.814 -0.063 -1.290 0.076
C -5.568 -0.107 -0.714 -0.017
F -5.437 -0.199 0.617 -0.012
C -4.396 -0.034 -1.468 0.088
C -3.109 -0.050 -0.819 0.011
C -1.826 0.268 -1.261 0.009
N -0.660 0.348 -1.131 0.009
C -2.741 -0.469 0.455 0.008
N -1.994 -0.711 1.327 0.008
F -7.875 -0.136 -0.512 0.023
C -8.253 0.170 -3.304 0.303
C -9.460 0.259 -2.574 0.028
N -10.471 0.372 -2.030 0.175
C -8.439 0.279 -4.703 0.028
N -8.641 0.391 -5.832 0.173
```

## Properties
- E_LUMO (alpha / beta) (eV) = -7.7 / -7.7
- <S²> = 0.797
- multiplicity = 2
- net charge = +2


Strongest force on any atom, respectively: 2.2 1.2 eV/A.
Relative energy (zero: lowest compared OMol25 entry of this formula, charge and spin), respectively: 2.226 2.765 eV.
E, respectively: -991.258659 -5093.452732 Eh.